DFT (ωB97M-V/def2-TZVPD) results for C11H40BFeN14O8 as an isolated structure.

Output
- HOMO level (alpha / beta) (eV) = -5.0 / -11.7
- LUMO energy (alpha / beta) (eV) = -1.9 / -7.4
- frontier orbital gap (alpha / beta) (eV) = 3.041 / 4.343

Structure (ORCA input):
```
! RIJCOSX wB97M-V def2-TZVPD def2/J DEFGRID3
* xyz 1 9
Fe -1.11271 -1.38257 -0.34601
B 0.29853 0.19762 0.21151
H 0.73930 -0.43338 -0.54466
H -0.68483 0.56649 -0.03585
H 0.32666 -0.40233 1.10790
H 0.93261 1.04537 0.42012
C -2.34297 -1.59179 2.78156
O -1.96023 -1.39747 1.61189
N -2.47081 -0.73439 3.70970
N -2.70504 -2.77400 3.20081
H -2.77076 -0.90697 4.65857
H -2.05767 0.17887 3.58571
H -2.44468 -2.96118 4.15856
H -2.55228 -3.55383 2.57742
C 0.40451 -2.38648 -2.89110
O -0.48397 -2.05142 -2.16356
N 0.24209 -2.29067 -4.19179
N 1.51022 -2.99051 -2.56902
H -0.57565 -1.89097 -4.62954
H 0.96949 -2.55405 -4.84112
H 2.05244 -3.05805 -3.41845
H 1.79740 -2.90221 -1.60474
C 0.44120 3.52083 2.13538
O 0.27865 4.45274 2.90688
N 1.50427 3.32987 1.39863
N -0.40680 2.59564 1.87435
H 2.28594 3.96362 1.48487
H 1.55135 2.54011 0.77081
H -1.31628 2.66731 2.30770
H -0.16522 1.91864 1.16485
C 2.87538 -0.45364 3.54132
O 2.93758 -1.62681 3.33378
N 1.94135 0.41071 3.11586
N 3.70579 0.18007 4.25999
H 1.20599 0.17032 2.46660
H 2.08812 1.37488 3.37841
H 3.30183 1.04429 4.59172
H 4.32435 -0.28784 4.90694
C 3.89759 0.06855 -0.72743
O 4.98456 0.06567 -1.29433
N 2.88580 0.85124 -1.06462
N 3.64164 -0.85344 0.26672
H 1.97698 0.56035 -0.73368
H 3.02974 1.45736 -1.85960
H 4.38363 -1.52202 0.41687
H 2.82108 -0.85455 0.85561
C -3.93181 0.19727 -1.31063
O -2.78108 -0.11067 -1.00347
N -4.57119 0.09202 -2.40354
N -4.72047 0.76252 -0.46300
H -5.44249 0.59599 -2.48690
H -4.09656 -0.46167 -3.10229
H -5.62398 1.08835 -0.77543
H -4.36303 1.07937 0.42690
C 0.90718 -3.74375 0.92263
O 0.25304 -2.76807 0.56366
N 1.82365 -3.70075 1.84635
N 0.76921 -4.99015 0.43489
H 2.35714 -4.53713 2.03593
H 2.03748 -2.89515 2.41678
H 1.19009 -5.73826 0.96714
H 0.14260 -5.11348 -0.34758
C -0.91927 2.80451 -1.89389
C -0.59463 2.15898 -3.20081
C -1.75526 2.71674 -4.16068
O -2.11819 3.89444 -3.49942
C -1.32019 4.18672 -2.37392
H -0.12913 2.88867 -1.14777
H -1.81970 2.34362 -1.48780
H -0.69433 1.07385 -3.17547
H 0.38202 2.51807 -3.52532
H -2.56207 2.00228 -3.99727
H -1.38654 2.77422 -5.18481
H -1.80408 4.77413 -1.59360
H -0.51456 4.80731 -2.76624
*
```

DFT (ωB97M-V/def2-TZVPD) results for a 9-piece molecular cluster, C11H40O11 overall.

Output
- HOMO level (eV) = -9.9
- relative energy (zero: lowest compared OMol25 entry of this formula, charge and spin) (kcal per mole) = 9.0
- SMILES string = OCCO.OCCO.CO.CO.CO.CO.CO.CO.CO
- LUMO energy (eV) = 0.3
- frontier orbital gap (eV) = 10.146

Structure (ORCA input):
```
! RIJCOSX wB97M-V def2-TZVPD def2/J DEFGRID3
* xyz 0 1
O -1.12768 3.32190 -0.58428
C -0.88408 3.05808 0.83607
C 0.28614 3.83634 1.37332
O 1.48469 3.06991 1.34542
H -0.43636 3.93105 -0.85914
H -1.78704 3.33842 1.37851
H -0.65639 2.00224 0.94855
H 0.08983 4.09555 2.41961
H 0.38851 4.82415 0.90281
H 1.94418 3.19120 0.50837
O -3.63760 2.31133 -1.51394
C -3.65880 1.56771 -2.71288
C -2.32893 1.04960 -3.15474
O -1.41587 2.09511 -3.48794
H -2.73323 2.46474 -1.20602
H -4.33596 0.71997 -2.57262
H -4.04415 2.18449 -3.53335
H -2.46935 0.46525 -4.07126
H -1.86203 0.37842 -2.42295
H -1.71020 2.90524 -3.06093
C 1.43288 -2.48367 3.09393
O 0.75659 -3.55826 3.77888
H 1.72598 -2.77129 2.08170
H 0.69744 -1.67862 3.04114
H 2.26848 -2.09695 3.66700
H -0.06513 -3.70026 3.30296
C -1.89085 0.64273 3.24749
O -1.56115 -0.71387 2.96762
H -2.47355 0.70824 4.16157
H -0.99102 1.25822 3.39141
H -2.41478 1.07022 2.38856
H -1.22220 -0.67749 2.06549
C 2.96678 -1.30499 -3.06370
O 3.53053 -0.14007 -2.43904
H 2.65175 -1.97354 -2.26846
H 2.10135 -1.03890 -3.67313
H 3.71084 -1.80829 -3.68116
H 3.97413 0.36796 -3.12467
C 1.20957 -5.04650 -0.22125
O 0.77940 -6.18928 -0.93413
H 0.42853 -4.64443 0.41092
H 2.14100 -5.19714 0.33738
H 1.51794 -4.26947 -0.94484
H 1.54169 -6.59001 -1.35829
C -3.43040 -0.86790 0.12086
O -4.22720 -0.69403 1.24656
H -3.85003 -0.34845 -0.72893
H -2.37028 -0.62259 0.27893
H -3.37230 -1.94274 -0.13544
H -3.92585 -1.14297 2.03929
C 3.96156 1.59719 0.37870
O 2.81583 1.78425 -0.46278
H 3.75780 0.84802 1.13758
H 4.82882 1.34397 -0.23843
H 4.21430 2.57454 0.79032
H 2.87839 1.13280 -1.17614
C 0.74069 -0.75703 -0.18177
O 0.85522 0.06540 0.96375
H -0.28341 -1.13352 -0.26906
H 0.90768 -0.17467 -1.09286
H 1.44229 -1.59058 -0.13068
H 1.13499 0.95328 0.70007
*
```

Number 1: DFT total energy -84346.9213 eV. Number 2: DFT total energy -34573.7992 eV.